Record 1
Below is a molecular structure, C6H9N3, with properties calculated with wB97M-V/def2-TZVPD.

Geometry as XYZ:
```
18
Properties=species:S:1:pos:R:3:forces:R:3
C -1.488172 -0.151713 0.298667 0.7045 0.4677 -0.3857
C -2.200842 -0.631982 -0.965001 0.0611 -0.0281 0.1045
C 2.384711 0.158184 0.914235 -0.1139 -0.3160 0.1905
C 1.245400 0.105470 -0.065246 0.3313 2.7037 -0.3435
C -0.007566 1.693660 0.184317 0.1687 -3.1094 0.0638
N -1.138635 1.222892 0.238789 -0.8101 0.8253 0.0275
N 1.506947 -0.022790 -1.301843 -0.0596 -0.9315 -0.1734
C -0.142837 -0.973702 0.537392 -0.8258 -0.9773 1.3858
N 0.099502 -1.968790 1.124682 0.0469 1.0619 -0.8320
H -2.107198 -0.316013 1.185218 0.2033 -0.0843 -0.1227
H 0.678567 -0.082012 -1.891837 0.0288 0.4684 0.0098
H 0.278219 2.740756 0.127785 0.2578 -0.1958 -0.0679
H -1.603647 -0.431768 -1.855153 0.0234 0.0093 0.0546
H -3.159412 -0.124402 -1.078628 0.0589 -0.0416 0.0711
H -2.363001 -1.707391 -0.892224 -0.0451 0.0691 -0.0075
H 3.092401 0.928237 0.606322 -0.1001 0.0306 -0.0216
H 2.907089 -0.800532 0.912977 -0.0308 0.0635 0.0345
H 2.018474 0.361894 1.919547 0.1006 -0.0153 0.0120
```
Positions in Å, forces in eV/Å.

Output
Relative energy (zero: lowest compared OMol25 entry of this formula, charge and spin) in kcal/mol: 91.4
Molar mass in g mol⁻¹: 123.16
Lowest unoccupied orbital energy in Ha: -0.032
Orbital gap in eV: 7.4
Spin multiplicity: 1
DFT total energy in eV: -10833.665
HOMO energy in eV: -8.32

Record 2
Below is a molecular structure, C14H16BaN2O4, with properties calculated with wB97M-V/def2-TZVPD.

Geometry as XYZ:
```
37
Properties=species:S:1:pos:R:3:forces:R:3
Ba -1.953876 -0.656282 2.064471 0.5673 -0.2307 -3.7480
C -3.154036 -1.054382 -2.788999 -0.0762 0.0582 -3.8826
C -2.544406 -1.626342 -3.970299 -1.1853 -0.9559 -1.6025
C -1.218286 -2.505262 -3.732669 0.2149 -0.2990 -0.9648
O -0.738156 -3.176092 -4.664879 -0.7804 1.1932 1.4739
C -0.665146 -2.444632 -2.381459 -0.7391 -0.4854 -2.0859
C -1.311666 -1.830422 -1.359099 1.2404 0.5964 0.1424
C -2.608936 -1.086122 -1.595719 -0.9502 0.1848 3.0499
O -3.315176 -0.536532 -0.625019 1.9050 -0.4445 1.9157
O -0.688466 -1.777822 -0.230439 -1.4287 0.8003 2.4865
O -3.124906 -1.584572 -5.086839 1.7695 -0.0580 2.1827
H -4.072126 -0.521572 -2.988039 -0.1525 0.0125 0.2564
H 0.277184 -2.947682 -2.222229 0.0266 -0.0145 0.1545
C -1.731246 2.712658 -3.118849 0.5670 -0.4693 -0.2173
C -0.444276 3.277258 -2.490799 -1.0720 -0.2830 -0.3665
C -0.766506 3.744748 -1.054929 0.9254 0.4923 -0.8454
C -0.997386 2.658088 -0.108809 -0.4369 -1.7367 1.4676
N -1.167376 1.798378 0.661701 0.2685 1.6647 -1.2655
H -2.543246 3.432888 -3.218929 0.1763 0.3663 0.3263
H -2.106676 1.882858 -2.520029 -0.0613 -0.2324 -0.2345
H -1.535486 2.391548 -4.141919 -0.0069 -0.3703 0.1177
H -0.104016 4.075418 -3.150539 0.0050 0.5386 0.5504
H 0.403194 2.592028 -2.471839 -0.3139 -0.4241 0.0106
H -1.625016 4.414618 -1.103269 -0.0447 -0.0728 0.3275
H 0.113154 4.304148 -0.736539 -0.1560 0.1331 0.5331
C 4.409874 -0.938912 3.963321 0.3628 -0.6963 1.0443
C 3.488654 -1.923472 4.778821 1.3855 0.5521 -0.7348
C 2.143484 -1.315022 5.062961 -0.5809 0.3935 -0.8429
C 1.419184 -1.089352 3.773821 0.0984 -0.4121 1.1768
N 0.872294 -0.904562 2.782891 -0.4833 0.1120 0.0470
H 4.598414 -0.029172 4.533351 -0.3141 0.1394 0.0988
H 4.099044 -0.645322 2.960681 -0.3934 -0.3272 0.1044
H 5.403104 -1.381432 3.887341 -0.0436 -0.1697 -0.2357
H 3.937824 -2.177462 5.738951 0.2428 0.3093 0.0294
H 3.418414 -2.889332 4.278531 -0.2876 0.1185 -0.2497
H 2.241304 -0.319532 5.496021 0.1591 0.0243 0.1497
H 1.591284 -1.923332 5.779291 -0.4075 -0.0076 -0.3694
```
Positions in Å, forces in eV/Å.

Output
Relative energy (zero: lowest compared OMol25 entry of this formula, charge and spin) in kcal/mol: 0.0
Molar mass in g mol⁻¹: 413.62
Lowest unoccupied orbital energy in Ha: -0.063
Orbital gap in eV: 4.2
Spin multiplicity: 1
DFT total energy in eV: -26639.618
HOMO energy in eV: -5.89